# 1
The following is a DFT calculation (ωB97M-V/def2-TZVPD) of a molecular structure, C35H40ClIrN5OS7.

HOMO (alpha / beta), eV: -7.3 / -7.3
Spin multiplicity: 6
Orbital gap (alpha / beta), eV: 7.241 / 5.280
Lowest unoccupied orbital energy (alpha / beta), eV: -0.03 / -2.05

Each line ends with the Mulliken charge.
CARTESIAN COORDINATES (ANGSTROEM)
1 Ir -0.05122 -0.03919 0.22991  0.92
2 C 0.78375 -2.18457 2.79357  -1.22
3 N -0.40936 -1.40770 2.36089  0.97
4 C -1.52421 -2.30011 2.07246  -1.59
5 C -1.23106 -3.15287 0.84143  -1.18
6 N -0.66700 -2.42108 -0.33809  1.86
7 C 0.55909 -3.09694 -0.78085  -1.58
8 C -1.66702 -2.29175 -1.37112  -1.10
9 C -1.69820 -3.14078 -2.47151  -0.30
10 C -2.70764 -3.04739 -3.41818  -0.85
11 C -3.70664 -2.09835 -3.26968  -0.70
12 C -3.67256 -1.23393 -2.18930  -0.48
13 C -2.65652 -1.30197 -1.23377  0.87
14 S -2.61014 -0.07763 0.02809  -0.41
15 C -0.70846 -0.33370 3.26681  0.17
16 C -1.84704 -0.27642 4.05387  -0.51
17 C -2.03774 0.78675 4.92922  -0.87
18 C -1.09432 1.79572 5.02729  -0.61
19 C 0.03416 1.76491 4.22071  -0.83
20 C 0.22949 0.70971 3.33435  0.85
21 S 1.60541 0.68920 2.25302  -0.21
22 H 1.11689 -1.85417 3.77509  0.41
23 H 1.61676 -2.06033 2.10524  0.20
24 H 0.53211 -3.24399 2.85877  0.47
25 H -2.40014 -1.69420 1.88552  0.49
26 H -1.73108 -2.97179 2.91693  0.53
27 H -2.15940 -3.64742 0.55284  0.30
28 H -0.51527 -3.93024 1.11169  0.63
29 H 0.40924 -4.16919 -0.94394  0.43
30 H 1.32673 -2.97048 -0.01842  0.21
31 H 0.92626 -2.64492 -1.70121  0.31
32 H -0.93510 -3.89717 -2.60054  0.40
33 H -2.71441 -3.73120 -4.25729  0.43
34 H -4.49292 -2.01678 -4.00889  0.42
35 H -4.42098 -0.45967 -2.08048  0.43
36 H -2.60650 -1.04510 3.99600  0.40
37 H -2.93324 0.82453 5.53542  0.39
38 H -1.23782 2.61668 5.71798  0.41
39 H 0.76474 2.56234 4.23812  0.47
40 S 4.97174 4.79254 -2.39018  -0.19
41 C 3.88867 3.74624 -1.76253  0.11
42 S 2.51178 4.21307 -0.81744  -0.10
43 C 1.84942 2.60512 -0.54153  0.06
44 C 2.57698 1.55876 -1.06632  0.30
45 S 2.30253 -0.11673 -0.90898  -0.46
46 S 3.98822 2.02305 -1.99304  -0.02
47 S 0.41604 2.53151 0.36309  -0.31
48 C 2.52762 1.10707 -7.61197  -1.82
49 C 1.77613 0.18418 -6.64053  1.98
50 C 1.86565 -1.25147 -7.18618  -1.83
51 C 2.51413 0.19423 -5.29595  -1.58
52 C 0.27483 0.62687 -6.54432  2.74
53 O -0.39270 0.25951 -7.75843  -0.76
54 C 0.04270 2.15587 -6.41775  -2.51
55 C 0.77318 3.00270 -5.36390  0.99
56 C 0.06395 4.29942 -5.03912  -0.51
57 C 0.20790 4.84245 -3.76679  0.31
58 C -0.39457 6.03668 -3.41072  -0.98
59 C -1.15959 6.70763 -4.35107  0.43
60 Cl -1.92740 8.20426 -3.92560  -0.23
61 C -1.31933 6.19259 -5.62591  -1.04
62 C -0.70574 4.99433 -5.96363  -0.13
63 C -0.52378 -0.23338 -5.50949  -2.77
64 N -0.73111 0.28547 -4.17534  1.79
65 C -0.03101 -0.00486 -3.07797  -0.23
66 N -0.51704 0.66211 -2.04781  0.46
67 C -1.54662 1.37299 -2.58808  -1.05
68 N -1.69842 1.17663 -3.87213  -0.86
69 H 3.55175 0.75175 -7.73095  0.50
70 H 2.57155 2.13090 -7.24307  0.27
71 H 2.07060 1.11401 -8.60505  0.39
72 H 2.91390 -1.50754 -7.34888  0.45
73 H 1.33368 -1.36031 -8.12824  0.37
74 H 1.45515 -1.97847 -6.48220  0.35
75 H 3.56239 -0.05422 -5.47170  0.64
76 H 2.11944 -0.56008 -4.61336  0.19
77 H 2.49014 1.16200 -4.79845  -0.02
78 H 0.02067 0.73225 -8.48741  0.59
79 H -1.03079 2.28112 -6.27952  0.59
80 H 0.27744 2.57001 -7.40236  0.74
81 H 1.77530 3.25598 -5.72151  0.49
82 H 0.91126 2.45898 -4.43040  -0.43
83 H 0.79443 4.31255 -3.02685  0.04
84 H -0.27535 6.43583 -2.41180  0.44
85 H -1.92092 6.72660 -6.34895  0.41
86 H -0.84604 4.60612 -6.96500  0.39
87 H -0.03766 -1.19923 -5.38781  0.35
88 H -1.50045 -0.40670 -5.95696  0.38
89 H 0.79861 -0.68817 -3.04051  -0.04
90 H -2.16342 2.04250 -2.01505  0.54

# 2
The following is a DFT calculation (ωB97M-V/def2-TZVPD) of a molecular structure, C35H40CrGeN2O3P2S in a non-equilibrium geometry.

Total charge: +3
HOMO (alpha / beta), eV: -15.9 / -15.9
Spin multiplicity: 2
Orbital gap (alpha / beta), eV: 6.670 / 6.793
Lowest unoccupied orbital energy (alpha / beta), eV: -9.26 / -9.11

Each line ends with the Mulliken charge.
CARTESIAN COORDINATES (ANGSTROEM)
1 Cr 0.56573 0.62052 -0.36071  -0.75
2 C 7.40913 -1.82287 -2.80643  -0.93
3 O 6.01043 -1.47898 -2.94515  -0.44
4 C 5.33741 -1.06624 -1.89294  0.71
5 C 5.90468 -0.90106 -0.60943  -1.07
6 C 5.10079 -0.48751 0.40835  -1.88
7 C 3.72276 -0.20954 0.22509  0.53
8 C 2.92616 0.18060 1.32036  0.86
9 C 3.46871 0.29127 2.70813  -1.96
10 O 1.68369 0.46242 1.18532  0.81
11 C 3.17917 -0.37035 -1.08414  0.34
12 O 1.88354 -0.14270 -1.37716  0.26
13 C 3.98560 -0.78487 -2.11052  -0.62
14 H 7.71600 -2.18665 -3.77791  0.27
15 H 7.53671 -2.60583 -2.06194  0.40
16 H 7.99126 -0.94290 -2.54202  0.39
17 H 6.95214 -1.09044 -0.43089  0.52
18 H 5.53836 -0.36841 1.39280  0.51
19 H 4.26108 1.04185 2.74904  0.46
20 H 3.89566 -0.65857 3.03293  0.47
21 H 2.67131 0.57327 3.39014  0.11
22 H 3.58205 -0.89317 -3.11048  0.55
23 C -2.24277 2.46992 -0.97685  -1.17
24 P -1.24737 1.24246 -1.87684  1.95
25 C -0.80749 2.08301 -3.42351  -1.37
26 C -2.46396 -0.03247 -2.38977  0.59
27 C -3.62563 0.42884 -3.00146  -0.95
28 C -4.61331 -0.44192 -3.44269  -1.04
29 C -4.45778 -1.80908 -3.28338  -0.90
30 C -3.31561 -2.30085 -2.67039  -0.91
31 C -2.31742 -1.42860 -2.22608  0.46
32 P -0.89784 -2.21597 -1.46629  1.67
33 C -1.32734 -3.84120 -0.84521  -1.75
34 C 0.45964 -2.39001 -2.61296  -1.17
35 H -2.93375 2.97122 -1.65279  0.69
36 H -1.57727 3.22126 -0.54805  0.40
37 H -2.80603 1.98902 -0.17797  0.19
38 H -1.71611 2.38263 -3.94296  0.52
39 H -0.22405 1.42880 -4.07166  0.38
40 H -0.22237 2.97342 -3.19547  0.51
41 H -3.77535 1.49336 -3.14479  0.35
42 H -5.50470 -0.04694 -3.91405  0.48
43 H -5.21972 -2.49380 -3.63411  0.48
44 H -3.20972 -3.37277 -2.55339  0.41
45 H -1.34216 -4.54159 -1.68242  0.55
46 H -2.30186 -3.85749 -0.35606  0.53
47 H -0.55163 -4.16771 -0.14882  0.48
48 H 0.11941 -3.03158 -3.42851  0.64
49 H 1.31574 -2.84767 -2.11372  0.47
50 H 0.75392 -1.41726 -2.99782  0.12
51 Ge -1.52360 0.25849 2.16168  0.56
52 C -0.77282 0.12707 3.89342  0.71
53 C -0.12939 1.23905 4.44182  -0.49
54 C 0.35504 1.17518 5.74215  -0.55
55 C 0.19902 0.00889 6.48142  -0.55
56 C -0.44306 -1.09649 5.93311  -0.74
57 C -0.93973 -1.03951 4.64003  -0.39
58 C -3.40692 0.31858 1.81722  0.35
59 C -4.11725 -0.72661 1.22695  0.07
60 C -5.48088 -0.59746 0.99481  -0.68
61 C -6.14122 0.57052 1.35841  -0.63
62 C -5.44108 1.61393 1.95550  -0.71
63 C -4.07767 1.49041 2.18455  -0.43
64 H -0.84888 1.31429 1.22774  -0.22
65 H -0.00626 2.15152 3.86725  0.31
66 H 0.84165 2.03799 6.18136  0.45
67 H 0.57264 -0.03697 7.49650  0.44
68 H -0.56622 -1.99738 6.51976  0.43
69 H -1.46047 -1.90045 4.23348  0.35
70 H -3.63357 -1.65819 0.94840  0.22
71 H -6.03290 -1.41342 0.54507  0.48
72 H -7.20790 0.66225 1.19320  0.45
73 H -5.95886 2.51838 2.25117  0.46
74 H -3.54519 2.30948 2.66097  0.44
75 N -1.01398 -1.31052 1.06206  0.05
76 C -0.49098 -1.08309 -0.08388  -0.19
77 H -1.47462 -2.19925 1.26511  0.47
78 S 2.68345 4.69444 -0.14438  -0.07
79 C 2.86726 3.99429 -1.68980  -0.47
80 C 2.12126 2.87169 -1.78162  -0.94
81 N 1.40430 2.56745 -0.63170  0.84
82 C 1.63497 3.45888 0.31023  -0.47
83 H 3.50836 4.43155 -2.44114  0.46
84 H 2.06588 2.22244 -2.64152  0.54
85 H 1.18982 3.41571 1.29624  0.33

# 3
The following is a DFT calculation (ωB97M-V/def2-TZVPD) of a molecular structure, C35H40FN8O2Ti in a non-equilibrium geometry.

Total charge: +1
HOMO (alpha / beta), eV: -7.7 / -10.1
Spin multiplicity: 3
Orbital gap (alpha / beta), eV: 4.764 / 7.447
Lowest unoccupied orbital energy (alpha / beta), eV: -2.94 / -2.69

Each line ends with the Mulliken charge.
CARTESIAN COORDINATES (ANGSTROEM)
1 Ti -0.20047 -0.62904 -0.46668  -1.04
2 C 4.24223 -3.26044 3.78152  -1.83
3 C 3.57163 -2.60324 2.61352  0.91
4 C 3.89333 -1.30454 2.26622  -0.56
5 C 3.31283 -0.65584 1.15452  0.34
6 C 3.62123 0.62696 0.67732  -1.00
7 N 4.04763 1.69896 1.38942  -0.08
8 C 3.73723 1.91686 2.78522  -1.09
9 C 2.30753 1.51746 3.20742  -0.86
10 C 1.22503 1.78016 2.15212  1.30
11 N 1.20973 3.15236 1.71672  -0.02
12 C 1.52733 3.65266 0.50122  -1.06
13 C 1.54223 3.09876 -0.78508  0.89
14 C 2.19613 3.88446 -1.77908  -1.15
15 C 2.29723 3.50576 -3.09818  0.31
16 C 2.98583 4.37876 -4.10028  -1.56
17 C 1.73523 2.30306 -3.50078  -1.21
18 C 1.02623 1.48976 -2.59298  1.25
19 C 0.34993 0.35206 -3.10638  -0.40
20 N -0.38667 -0.50604 -2.45468  0.90
21 C -1.01807 -1.53474 -3.25438  -0.90
22 C -0.27937 -2.87854 -3.16398  -0.80
23 C -0.49667 -3.55604 -1.80728  -0.82
24 N 0.13813 -2.76434 -0.77718  0.90
25 C 1.00313 -3.35544 -0.02158  -0.53
26 C 1.93743 -2.66694 0.81582  0.65
27 C 2.61723 -3.29234 1.87172  -0.96
28 C 2.27533 -1.34444 0.43632  0.43
29 O 1.65013 -0.74124 -0.52668  -0.90
30 C 0.90853 1.87126 -1.21788  0.27
31 O 0.16913 1.18306 -0.42298  0.72
32 H 5.03623 -2.63324 4.17512  0.36
33 H 4.66893 -4.21784 3.49512  0.40
34 H 3.52343 -3.44594 4.57722  0.34
35 H 4.65243 -0.78254 2.82552  0.47
36 H 3.41673 0.82116 -0.36988  0.80
37 H 4.14363 2.53916 0.84172  0.41
38 H 3.90353 2.97766 2.97902  0.46
39 H 4.44193 1.36126 3.40782  0.31
40 H 2.07423 2.06786 4.12082  0.58
41 H 2.26893 0.45316 3.44092  0.23
42 H 0.24973 1.52226 2.58282  0.31
43 H 1.38143 1.13486 1.28812  -1.19
44 H 1.18663 3.82816 2.46722  0.35
45 H 1.83933 4.69116 0.54472  0.34
46 H 2.63883 4.81946 -1.46668  0.31
47 H 3.32583 5.30126 -3.64068  0.38
48 H 2.30333 4.63096 -4.90928  0.35
49 H 3.84103 3.86366 -4.53278  0.33
50 H 1.81003 1.99716 -4.53448  0.49
51 H 0.42453 0.24026 -4.19628  0.42
52 H -1.06157 -1.22684 -4.31078  0.55
53 H -2.04077 -1.66474 -2.88738  0.14
54 H 0.79333 -2.71694 -3.31078  0.33
55 H -0.63937 -3.53964 -3.95458  0.51
56 H -0.06947 -4.57224 -1.83578  0.44
57 H -1.57477 -3.64164 -1.61638  0.14
58 H 1.11323 -4.44814 -0.07368  0.37
59 H 2.37383 -4.31424 2.12172  0.53
60 N -3.81917 2.31246 -0.95588  -0.08
61 C -2.72567 1.60366 -1.33918  -1.32
62 N -2.27747 0.80586 -0.41258  0.91
63 C -3.09257 1.01036 0.68002  0.25
64 C -3.05197 0.46416 1.96092  -0.36
65 C -4.01777 0.87206 2.85642  -1.13
66 C -5.01427 1.78866 2.50422  -0.60
67 C -5.07017 2.34416 1.24272  -1.08
68 C -4.08577 1.95776 0.34432  0.70
69 H -4.31107 3.00556 -1.49538  0.27
70 H -2.29187 1.71096 -2.31818  0.62
71 H -2.27677 -0.23544 2.23152  0.41
72 H -4.00577 0.48086 3.86222  0.45
73 H -5.75747 2.06296 3.23752  0.43
74 H -5.84237 3.04596 0.96822  0.45
75 F -0.30117 -0.88594 1.27462  -0.41
76 C -5.77817 -2.91844 -1.03968  -0.87
77 N -4.46857 -2.70694 -0.48718  0.14
78 C -3.87887 -3.38824 0.53612  -0.90
79 C -2.64257 -2.83004 0.70442  -0.98
80 N -2.46047 -1.83354 -0.20558  1.09
81 C -3.58047 -1.77724 -0.89118  -1.28
82 H -6.13017 -3.92044 -0.80408  0.32
83 H -5.74377 -2.80854 -2.12368  0.36
84 H -6.49137 -2.19594 -0.63748  0.32
85 H -4.37827 -4.19204 1.03482  0.52
86 H -1.87827 -3.06854 1.41782  0.59
87 H -3.79917 -1.06834 -1.66768  0.61

In eV, the energy values for the records above are, in order, -137648.4652, -160393.2267, -78791.2024.